[1]
The following is a DFT calculation (the ωB97M-V functional and the def2-TZVPD basis) of a 8-piece molecular cluster, C16H52N4O8 overall at a distorted geometry.

Geometry as XYZ:
```
80
C16H52N4O8 | the OMol25 dataset | the ωB97M-V functional and the def2-TZVPD basis
C 4.70427 -4.88300 0.86690
O 3.55631 -4.12564 1.09205
C 2.58391 -4.15726 0.06629
C 1.57270 -2.97391 0.22837
C 0.28922 -3.33519 -0.62013
N 2.04876 -1.63084 -0.20553
H 5.26462 -4.72576 -0.05472
H 4.53421 -5.95018 1.00945
H 5.48673 -4.57931 1.56232
H 3.12024 -4.01075 -0.87126
H 2.15519 -5.15832 0.11293
H 1.25788 -2.86199 1.26590
H -0.21280 -4.10180 -0.02989
H 0.43725 -3.72318 -1.62792
H -0.45884 -2.54275 -0.64386
H 1.31914 -0.93578 -0.13731
H 2.83620 -1.45893 0.40313
C -0.59458 -5.53182 3.93728
O -1.70536 -4.65120 3.49737
C -1.20932 -3.46729 2.87908
C -2.40208 -2.61978 2.57069
C -3.40084 -3.26604 1.64549
N -2.03561 -1.29345 1.97974
H -0.99634 -6.35641 4.52613
H 0.19484 -5.01249 4.48059
H -0.23907 -6.06929 3.05816
H -0.66732 -2.87970 3.62008
H -0.53981 -3.52583 2.02093
H -2.87020 -2.52293 3.55027
H -3.34797 -4.33365 1.85885
H -3.15146 -3.04891 0.60686
H -4.39703 -2.86504 1.83233
H -1.25528 -0.95717 2.52574
H -1.73887 -1.43424 1.02464
C -4.74769 1.64440 -5.88425
O -3.31279 1.31739 -5.80468
C -2.85837 1.17166 -4.46226
C -1.43009 0.61634 -4.51549
C -1.33448 -0.81160 -5.13762
N -0.97876 0.56896 -3.18311
H -4.92404 2.61287 -5.41618
H -5.39419 0.89747 -5.42356
H -4.90143 1.71238 -6.96121
H -2.88283 2.14775 -3.97777
H -3.49770 0.48762 -3.90419
H -0.80414 1.25742 -5.13622
H -1.59486 -0.76165 -6.19488
H -2.05176 -1.48288 -4.66539
H -0.34563 -1.26556 -5.20244
H -0.83727 1.50546 -2.83233
H -0.05052 0.18178 -3.27574
C 1.13324 4.39950 0.51722
O 2.00351 4.59777 1.63478
C 2.07150 5.95942 2.06645
C 2.98604 6.04037 3.32305
C 2.78503 7.24155 4.21925
N 4.35879 6.04021 2.99356
H 0.08558 4.34752 0.81357
H 1.27910 3.53397 -0.12907
H 1.15991 5.26498 -0.14485
H 2.41633 6.59452 1.25047
H 1.05148 6.20475 2.36220
H 2.76631 5.15004 3.91224
H 1.90792 7.22759 4.86621
H 2.79567 8.18905 3.68050
H 3.63233 7.30128 4.90233
H 4.66700 5.27798 2.40696
H 4.82951 5.85325 3.86739
O 0.82419 0.20862 2.37873
H 0.23584 0.63530 3.00163
H 0.39799 0.32264 1.52927
O -0.19431 0.24666 -0.30224
H -0.79404 -0.27699 -0.83359
H -0.26842 1.13192 -0.65871
O -0.67178 3.42218 -2.25137
H -0.47260 4.14344 -2.84832
H -1.53974 3.62983 -1.90528
O -2.52725 -1.15635 -1.84531
H -3.12207 -1.67105 -2.39075
H -1.98923 -0.66990 -2.46992
```

## Properties
Charge ... 0
Orbital gap ... 8.5 eV
SMILES ... COC[C@H](C)N.COC[C@H](C)N.COC[C@H](C)N.COC[C@H](C)N.O.O.O.O
LUMO ... -0.00216 Ha
Energy above the lowest of the compared OMol25 structures with the same formula, charge and spin ... 1.9668 eV
HOMO level ... -8.5 eV

***

[2]
The following is a DFT calculation (the ωB97M-V functional and the def2-TZVPD basis) of a 8-piece molecular cluster, C16H52N4O8 overall at a distorted geometry.

Geometry as XYZ:
```
80
C16H52N4O8 | the OMol25 dataset | the ωB97M-V functional and the def2-TZVPD basis
C 7.29631 -1.38768 3.95135
O 8.31106 -0.79099 4.79032
C 8.80533 -1.60202 5.91593
C 9.93162 -0.90417 6.59105
C 11.03057 -0.57222 5.60510
N 10.57420 -1.59241 7.70196
H 6.33300 -1.36303 4.46079
H 7.40838 -2.41695 3.61056
H 7.04994 -0.76919 3.08830
H 8.02738 -1.66249 6.67700
H 9.11510 -2.59896 5.60249
H 9.48072 0.03798 6.90273
H 10.62832 -0.38321 4.60983
H 11.76638 -1.35803 5.43422
H 11.68576 0.23592 5.93024
H 11.45035 -1.12580 7.88836
H 9.93275 -1.31387 8.43070
C -4.25997 -4.62805 -8.37497
O -3.40902 -3.52161 -8.79318
C -3.12091 -2.55859 -7.78228
C -2.16282 -3.05481 -6.67283
C -1.90866 -1.90716 -5.69805
N -0.92434 -3.52514 -7.33120
H -4.29316 -5.43611 -9.10575
H -5.27617 -4.24451 -8.46634
H -4.13313 -4.98828 -7.35406
H -2.64371 -1.75595 -8.34457
H -3.97236 -2.13224 -7.25184
H -2.55114 -3.93938 -6.16798
H -1.70763 -0.91380 -6.09921
H -1.07221 -2.24138 -5.08425
H -2.78443 -1.84935 -5.05168
H -1.20712 -4.06625 -8.13577
H -0.63866 -2.65456 -7.75615
C 3.06033 4.52963 -1.90118
O 1.83396 5.22372 -1.96454
C 0.71820 4.55191 -1.37717
C -0.47209 5.52741 -1.54371
C -0.31851 6.84233 -0.89850
N -1.60967 4.96883 -0.91694
H 3.21576 4.43748 -0.82625
H 3.81967 5.09274 -2.44378
H 3.09209 3.54284 -2.36307
H 0.60921 3.51568 -1.69723
H 0.96249 4.50758 -0.31582
H -0.62691 5.64649 -2.61607
H -0.14837 6.82313 0.17796
H -1.25399 7.39317 -0.99618
H 0.48249 7.36935 -1.41692
H -1.75992 3.98900 -1.11049
H -1.51702 5.04033 0.08626
C -8.52439 2.67806 3.24177
O -7.51080 2.13248 2.44118
C -7.71876 0.69627 2.34136
C -6.96967 0.02850 1.10250
C -6.91316 -1.49795 1.18366
N -5.55348 0.32237 1.13507
H -8.26025 3.73546 3.22663
H -8.50539 2.37632 4.28899
H -9.51406 2.57325 2.79716
H -7.40238 0.23758 3.27816
H -8.76166 0.38399 2.28703
H -7.39754 0.47690 0.20586
H -7.90454 -1.93890 1.07978
H -6.43848 -1.82436 2.10900
H -6.33970 -1.91118 0.35392
H -5.20440 0.53201 2.05934
H -5.03493 -0.46685 0.77683
O 2.44605 -5.11388 1.31919
H 2.38764 -4.16129 1.24570
H 1.63107 -5.43479 0.93313
O 1.25939 -1.01915 0.45312
H 0.89806 -0.31115 0.98642
H 0.50690 -1.36737 -0.02515
O -1.98038 -4.45324 -0.25568
H -2.39452 -4.43799 0.60715
H -2.58442 -4.95509 -0.80297
O -0.32741 1.89120 3.15985
H 0.38058 2.49540 3.38331
H -1.11884 2.31606 3.49053
```

## Properties
Charge ... 0
Orbital gap ... 9.1 eV
SMILES ... COC[C@H](C)N.COC[C@H](C)N.COC[C@H](C)N.COC[C@H](C)N.O.O.O.O
LUMO ... 0.00254 Ha
Energy above the lowest of the compared OMol25 structures with the same formula, charge and spin ... 3.5673 eV
HOMO level ... -9.1 eV

***

- Look up the LUMO of the first one.
  -0.00216 Ha

***

- The highest orbital gap belongs to which entry?
  number 2

***

- The lowest energy above the lowest of the compared OMol25 structures with the same formula, charge and spin belongs to which entry?
  number 1